Entry from the Open Molecules 2025 dataset: a molecular structure, C7H11Br2O3P in a non-equilibrium geometry (ωB97M-V/def2-TZVPD).

Structure (ORCA input):
```
! RIJCOSX wB97M-V def2-TZVPD def2/J DEFGRID3
* xyz 0 1
C 0.049 0.388 -0.546
C -0.677 0.356 3.017
C 1.516 0.244 -0.012
C 2.387 1.332 -0.641
C 2.022 -1.237 0.097
C -2.717 -0.778 -0.910
C -1.636 -0.538 -1.876
O -0.478 2.401 1.338
O 1.278 0.570 1.324
O -0.345 -0.485 -1.344
P -0.336 0.959 1.357
Br -0.423 -1.377 3.374
Br -2.332 1.132 3.627
H 2.703 1.114 -1.563
H 3.195 1.469 0.039
H 1.805 2.336 -0.705
H 1.199 -1.859 0.040
H 2.473 -1.326 1.022
H 2.743 -1.380 -0.671
H -2.399 -0.476 0.050
H -3.704 -0.304 -1.156
H -2.917 -1.879 -0.853
H -1.765 0.517 -2.288
H -1.643 -1.179 -2.720
*
```

## Properties
Electronic energy in eV: -162949.1949
Frontier orbital gap (alpha / beta) in eV: 7.82 / 6.21
Lowest unoccupied orbital energy (alpha / beta) in hartree: -0.029 / -0.063
HOMO (alpha / beta) in eV: -8.60 / -7.93

These are the Mulliken partial charges, in e, on atoms 1 to 4:
1. C -0.185
2. C 0.092
3. C 1.473
4. C -1.790

Entry from the Open Molecules 2025 dataset: a molecular structure, C7H11CuNO5 in a non-equilibrium geometry (ωB97M-V/def2-TZVPD).

Structure (ORCA input):
```
! RIJCOSX wB97M-V def2-TZVPD def2/J DEFGRID3
* xyz 1 1
N -2.416 -3.878 0.592
C -1.296 -4.365 0.280
C 0.039 -3.693 0.524
O 0.324 -2.750 -0.541
C 0.287 -1.470 -0.201
O -0.587 -0.916 0.415
O 1.359 -0.850 -0.706
C 1.496 0.520 -0.312
C 0.586 1.462 -1.112
C -0.635 1.995 -0.343
C -0.669 3.452 -0.010
O -1.591 4.117 0.322
O 0.609 4.091 -0.056
H -2.307 -2.960 1.034
H -1.278 -5.340 -0.214
H 0.019 -3.168 1.483
H 0.860 -4.410 0.509
H 2.545 0.748 -0.498
H 1.317 0.609 0.764
H 0.239 0.910 -1.987
H 1.196 2.287 -1.485
H -0.731 1.483 0.623
H -1.565 1.801 -0.881
H 0.383 4.946 0.342
Cu 1.817 5.381 1.457
*
```

## Properties
Electronic energy in eV: -63794.8597
Frontier orbital gap in eV: 4.74
Lowest unoccupied orbital energy in hartree: -0.265
HOMO in eV: -11.95

These are the Mulliken partial charges, in e, on atoms 1 to 4:
1. N -0.606
2. C -0.013
3. C -0.455
4. O -0.300

Entry from the Open Molecules 2025 dataset: a molecular structure, C7H11F6N2O5S5Sc (ωB97M-V/def2-TZVPD).

Structure (ORCA input):
```
! RIJCOSX wB97M-V def2-TZVPD def2/J DEFGRID3
* xyz 2 1
Sc -1.371 -0.580 -0.220
F 2.277 2.486 1.129
C 1.096 3.067 1.077
F 0.842 3.481 -0.155
F 1.009 4.056 1.929
S -0.158 1.779 1.551
O 0.049 0.703 0.502
O 0.070 1.342 2.877
N -1.508 2.545 1.262
S -2.836 1.757 1.081
O -3.987 2.314 1.661
O -2.562 0.299 1.273
C -3.114 1.680 -0.779
F -3.933 2.549 -1.256
F -1.904 1.749 -1.388
F -3.533 0.405 -1.068
S -0.473 -1.311 -2.482
C 0.464 -0.122 -3.295
N 0.850 -0.305 -4.532
C 1.810 0.662 -5.082
C 1.659 1.921 -4.234
S 1.042 1.343 -2.613
H 0.598 -1.148 -5.034
H 1.579 0.854 -6.127
H 2.813 0.238 -5.010
H 0.931 2.617 -4.645
H 2.607 2.430 -4.088
C -0.697 -3.819 2.172
S -1.891 -3.875 0.857
C -1.020 -4.853 -0.342
O -1.841 -2.426 0.260
H -0.605 -4.834 2.561
H -1.106 -3.179 2.953
H 0.259 -3.454 1.802
H -0.923 -5.856 0.078
H -0.043 -4.420 -0.546
H -1.638 -4.899 -1.237
*
```

## Properties
Electronic energy in eV: -111823.4101
Frontier orbital gap in eV: 9.07
Lowest unoccupied orbital energy in hartree: -0.258
HOMO in eV: -16.10

These are the Mulliken partial charges, in e, on atoms 1 to 4:
1. Sc 1.136
2. F -0.176
3. C 0.608
4. F -0.195

Entry from the Open Molecules 2025 dataset: a molecular structure, C7H11I2InN2O2 in a non-equilibrium geometry (ωB97M-V/def2-TZVPD).

Structure (ORCA input):
```
! RIJCOSX wB97M-V def2-TZVPD def2/J DEFGRID3
* xyz -2 1
C 2.642 2.780 0.477
I -1.546 2.389 3.190
H 1.616 3.082 0.315
H 3.025 2.500 -0.513
H 3.208 3.664 0.773
C -0.666 -2.320 -1.575
C -0.811 -0.678 -0.038
N -0.489 -1.981 -0.252
H -1.386 -1.057 -3.221
I -3.682 -1.168 2.138
N -1.188 -0.216 -1.254
H -0.488 -3.313 -1.948
In -1.255 0.283 1.778
C 2.863 1.642 1.384
O 4.109 1.688 1.696
C -1.105 -1.214 -2.200
C -1.646 1.131 -1.525
H -2.547 1.375 -0.925
H -1.885 1.202 -2.602
H -0.861 1.872 -1.275
C -0.063 -2.929 0.754
H 0.617 -3.673 0.298
H -0.923 -3.465 1.201
H 0.468 -2.404 1.566
O 1.993 0.809 1.759
*
```

## Properties
Electronic energy in eV: -35887.0677
Frontier orbital gap (alpha / beta) in eV: 2.10 / 4.35
Lowest unoccupied orbital energy (alpha / beta) in hartree: 0.167 / 0.166
HOMO (alpha / beta) in eV: 2.44 / 0.17

These are the Mulliken partial charges, in e, on atoms 1 to 4:
1. C -0.787
2. I -0.326
3. H 0.225
4. H 0.198

Entry from the Open Molecules 2025 dataset: a gas-phase ion, C7H11IN2 (charge +2) in a non-equilibrium geometry (ωB97M-V/def2-TZVPD).

Structure (ORCA input):
```
! RIJCOSX wB97M-V def2-TZVPD def2/J DEFGRID3
* xyz 2 1
C 0.415 -2.620 -0.483
C -0.222 -1.761 0.590
N -0.171 -0.341 0.125
C -1.191 0.224 -0.710
C -0.848 1.484 -0.951
N 0.325 1.758 -0.102
C 0.921 3.005 0.039
C 0.207 0.812 1.034
C 1.159 0.416 0.062
I 3.120 -0.178 -0.017
H -0.119 -2.450 -1.504
H 1.509 -2.579 -0.476
H 0.082 -3.680 -0.357
H 0.241 -1.796 1.548
H -1.240 -1.871 0.928
H -1.980 -0.249 -1.130
H -1.439 2.331 -1.400
H 1.947 3.028 0.364
H 0.814 3.625 -0.888
H 0.581 3.570 0.885
H -0.006 0.830 2.205
*
```

## Properties
SMILES: CC[N@@+]12C=C[N@@+]3(C)[C@@H]1[C@]32I
Electronic energy in eV: -18494.6716
Frontier orbital gap in eV: 9.96
Lowest unoccupied orbital energy in hartree: -0.306
HOMO in eV: -18.28

These are the Mulliken partial charges, in e, on atoms 1 to 4:
1. C -0.974
2. C -0.738
3. N 0.411
4. C -0.423

Entry from the Open Molecules 2025 dataset: C7H11N in the gas phase in a non-equilibrium geometry (ωB97M-V/def2-TZVPD).

Structure (ORCA input):
```
! RIJCOSX wB97M-V def2-TZVPD def2/J DEFGRID3
* xyz 0 1
C -1.321 -0.912 1.385
C -1.390 -0.294 0.195
C -0.377 -0.581 -0.886
C -0.744 -1.581 -1.950
N 0.744 0.057 -0.954
C 0.908 0.983 0.089
C 0.476 2.252 -0.042
C 1.919 0.592 1.132
H -2.149 -0.863 2.084
H -0.431 -1.448 1.700
H -2.261 0.268 -0.121
H -0.165 -2.495 -1.790
H -0.499 -1.178 -2.937
H -1.809 -1.825 -1.911
H -0.044 2.581 -0.936
H 0.591 2.983 0.749
H 1.730 -0.423 1.494
H 2.928 0.614 0.709
H 1.893 1.269 1.992
*
```

## Properties
SMILES: C=C/C(C)=N\C(=C)C
Electronic energy in eV: -8925.6063
Frontier orbital gap in eV: 9.59
Lowest unoccupied orbital energy in hartree: 0.038
HOMO in eV: -8.55

These are the Mulliken partial charges, in e, on atoms 1 to 4:
1. C -0.685
2. C -0.296
3. C 0.730
4. C -1.109

Entry from the Open Molecules 2025 dataset: a molecular structure, C7H11N in a non-equilibrium geometry (ωB97M-V/def2-TZVPD).

Structure (ORCA input):
```
! RIJCOSX wB97M-V def2-TZVPD def2/J DEFGRID3
* xyz 0 1
C -1.235 -0.541 1.486
C -2.047 -0.125 0.276
C -0.654 -0.105 0.062
C -0.188 -1.317 -0.639
C 1.361 0.300 0.079
C 1.350 2.019 -0.133
C 0.290 0.992 -0.263
H -1.206 -1.662 1.442
H -1.153 -0.222 2.825
H -2.685 0.868 0.336
H -2.801 -0.920 -0.069
H -0.370 -2.419 -0.195
H -0.733 -1.193 -1.778
H 1.838 -1.645 -0.921
H 1.489 0.055 1.070
H 1.804 2.437 -1.186
H 1.915 2.280 0.827
H -0.033 1.149 -1.265
N 1.239 -0.866 -0.899
*
```

## Properties
Electronic energy in eV: -8917.6115
Frontier orbital gap in eV: 9.41
Lowest unoccupied orbital energy in hartree: 0.039
HOMO in eV: -8.35

These are the Mulliken partial charges, in e, on atoms 1 to 4:
1. C -0.871
2. C -0.342
3. C 0.249
4. C -0.357

Entry from the Open Molecules 2025 dataset: C7H11N in the gas phase in a non-equilibrium geometry (ωB97M-V/def2-TZVPD).

Structure (ORCA input):
```
! RIJCOSX wB97M-V def2-TZVPD def2/J DEFGRID3
* xyz 0 1
C -1.584 1.229 0.167
C -2.031 -0.226 -0.592
C -0.788 -1.240 0.044
C 0.004 -0.493 0.937
C 0.031 0.785 0.058
C 1.605 1.216 0.078
C 1.902 -0.256 -0.441
N 0.918 -1.298 0.026
H -1.683 2.185 -0.496
H -1.994 1.333 1.136
H -2.814 -0.781 -0.092
H -2.288 -0.031 -1.613
H -1.288 -2.276 0.245
H -0.119 -0.310 1.983
H -0.021 0.680 -1.091
H 1.697 1.818 -0.833
H 2.256 1.511 1.067
H 3.099 -0.634 -0.432
H 1.895 -0.494 -1.576
*
```

## Properties
SMILES: C1C[C@@H]2[C@@H]3[C@@H]1CCN32
Electronic energy in eV: -8919.7016
Frontier orbital gap in eV: 9.42
Lowest unoccupied orbital energy in hartree: 0.040
HOMO in eV: -8.34

These are the Mulliken partial charges, in e, on atoms 1 to 4:
1. C -0.679
2. C -0.704
3. C -0.192
4. C -0.233